# C6H12FN3

A cluster of 2 separate species, C6H12FN3 in total in a non-equilibrium geometry (ωB97M-V/def2-TZVPD, the Open Molecules 2025 dataset).

Output
E_HOMO = -9.0 eV
E_LUMO = 0.161 eV
gap between HOMO and LUMO = 9.17 eV
energy relative to the best compared isomer or geometry (same formula, charge and spin) = 265.19 kJ/mol

Positions of all 22 atoms, in Å:
C: -0.73119 -2.67144 -0.87269
C: -0.62696 -4.13681 -0.73165
C: -0.20595 1.77176 -1.27381
C: 1.44638 0.73094 1.06488
C: -0.90637 0.98768 -0.24945
C: -0.09168 0.87959 1.14941
N: -2.10733 -1.87804 1.75076
N: -0.60271 -0.16094 1.91694
N: -1.35099 -1.03271 1.63139
F: -1.95827 -2.21853 -1.10328
H: 0.16016 -4.74938 -1.27370
H: -1.59037 -4.68295 -0.70503
H: -0.22992 -4.21814 0.36759
H: -0.98893 2.06811 -2.13340
H: 0.51701 1.16673 -1.86086
H: 0.38245 2.66528 -0.88106
H: 1.80876 1.57003 0.38941
H: 1.80483 0.96370 2.06927
H: 1.77195 -0.30647 0.76260
H: -1.00331 0.01893 -0.56060
H: -1.95307 1.41999 -0.04269
H: -0.43008 1.68824 1.77762

For each atom in turn, the natural (NBO) charge in e is:
1. C 0.397
2. C -0.845
3. C -0.618
4. C -0.620
5. C -0.418
6. C -0.055
7. N -0.147
8. N -0.308
9. N 0.251
10. F -0.336
11. H 0.278
12. H 0.221
13. H 0.285
14. H 0.215
15. H 0.215
16. H 0.208
17. H 0.212
18. H 0.219
19. H 0.228
20. H 0.212
21. H 0.202
22. H 0.204